(1)
Here is a structure of composition C69H60IO8S in a non-equilibrium geometry from the OMol25 dataset. Energies are from wB97M-V/def2-TZVPD.

Geometry as XYZ:
```
139
Properties=species:S:1:pos:R:3
C -3.10968 6.54993 2.18122
C -4.16010 7.60885 2.65754
C -4.58535 8.54554 1.46778
C -6.08228 9.01118 1.68623
C -6.19621 10.55924 1.81674
C -7.59029 11.07090 2.29488
C -8.81290 10.39137 1.60375
C -9.90079 9.90180 2.64418
C -10.14552 8.37018 2.53686
C -11.19971 7.86929 3.58327
S -11.35434 6.01487 3.55412
C -11.08679 5.38295 1.82714
I -10.47861 3.29457 1.97971
C -12.45197 5.46135 1.04573
C -12.74776 6.89054 0.49116
H -2.24781 7.09482 1.75537
H -3.59695 5.91155 1.42115
H -2.83936 5.93214 3.05414
H -5.01623 7.04862 3.08188
H -3.76998 8.25541 3.46913
H -3.91691 9.42354 1.50327
H -4.47859 7.97329 0.52719
H -6.48251 8.52127 2.59231
H -6.61918 8.70229 0.76518
H -5.83659 11.07048 0.90163
H -5.46798 10.85539 2.60508
H -7.63401 11.04709 3.40109
H -7.64149 12.14815 2.03159
H -9.33973 11.13067 0.97144
H -8.55999 9.51675 0.98140
H -10.85794 10.42209 2.43573
H -9.61409 10.14850 3.68632
H -9.22797 7.75801 2.64587
H -10.51162 8.17741 1.50691
H -12.21584 8.24773 3.35896
H -10.94348 8.24235 4.58937
H -10.28163 5.54622 4.28904
H -10.28072 5.91477 1.30219
H -13.24962 5.20676 1.76465
H -12.38025 4.74811 0.20979
H -12.63814 7.66972 1.27385
H -12.05443 7.18338 -0.31947
H -13.80175 6.95842 0.16656
C -2.68037 2.44042 2.17704
C -2.55597 3.10885 0.96252
C -1.33052 3.15256 0.31579
C -0.22045 2.53693 0.88632
C -0.33946 1.88745 2.11526
C -1.57533 1.83154 2.75375
C 0.84570 1.26772 2.76010
O 0.73996 0.69891 3.82876
C 2.15905 1.36437 2.07801
C 3.29169 0.83796 2.69349
C 4.52295 0.91070 2.05837
C 4.62637 1.50144 0.80203
C 3.50257 2.03179 0.18605
C 2.26739 1.97362 0.82604
C 1.08006 2.57436 0.17390
O 1.16635 3.09300 -0.92428
H -3.64028 2.39916 2.67711
H -3.41682 3.59381 0.51953
H -1.23944 3.66914 -0.63093
H -1.67329 1.31694 3.70065
H 3.21411 0.37491 3.66830
H 5.40363 0.50458 2.54001
H 5.58740 1.55088 0.30509
H 3.58741 2.49385 -0.78889
C 8.75041 -5.52716 2.77680
C 9.21979 -6.41544 1.81319
C 9.11863 -6.09778 0.46684
C 8.53627 -4.89499 0.07759
C 8.04374 -4.01494 1.04345
C 8.16293 -4.33000 2.39437
C 7.37718 -2.75191 0.64393
O 6.95046 -1.98021 1.48372
C 7.23251 -2.44975 -0.80132
C 6.55980 -1.29704 -1.19375
C 6.42804 -0.99419 -2.54077
C 6.97663 -1.83839 -3.50228
C 7.64368 -2.99189 -3.11645
C 7.76535 -3.30575 -1.76517
C 8.45032 -4.55925 -1.36452
O 8.92775 -5.30010 -2.20283
H 8.83823 -5.77243 3.82780
H 9.66663 -7.35528 2.11248
H 9.48979 -6.78886 -0.27841
H 7.79406 -3.64425 3.14567
H 6.13498 -0.63793 -0.44872
H 5.89917 -0.09874 -2.84348
H 6.87970 -1.59796 -4.55360
H 8.06516 -3.64885 -3.86579
C -7.49704 -3.83427 -2.66281
C -8.09611 -3.03290 -3.63080
C -7.46878 -1.87225 -4.05896
C -6.24334 -1.50169 -3.51181
C -5.65421 -2.29313 -2.52447
C -6.27956 -3.46605 -2.10972
C -4.37193 -1.88795 -1.89665
O -3.85688 -2.57868 -1.03923
C -3.73603 -0.61959 -2.32968
C -2.56215 -0.19543 -1.71236
C -1.95208 0.98238 -2.11845
C -2.50590 1.73742 -3.14842
C -3.67805 1.32233 -3.76313
C -4.30170 0.14774 -3.34950
C -5.57302 -0.26765 -3.99057
O -6.06079 0.39338 -4.88787
H -7.98368 -4.74485 -2.33636
H -9.05225 -3.31588 -4.05303
H -7.93387 -1.25401 -4.81560
H -5.81840 -4.08818 -1.35393
H -2.12666 -0.78129 -0.91308
H -1.04247 1.31266 -1.63447
H -2.02381 2.65316 -3.46858
H -4.10897 1.91334 -4.56071
C 12.09536 -13.56748 1.28746
C 12.56668 -14.45476 0.32402
C 12.46484 -14.13836 -1.02256
C 11.87995 -12.93683 -1.41215
C 11.38616 -12.05783 -0.44692
C 11.50583 -12.37207 0.90429
C 10.71703 -10.79535 -0.84663
O 10.29042 -10.02651 -0.00492
C 10.57082 -10.49280 -2.29143
C 9.89528 -9.34091 -2.68604
C 9.76375 -9.04105 -4.03413
C 10.31435 -9.88600 -4.99368
C 10.98356 -11.03768 -4.60636
C 11.10566 -11.34939 -3.25503
C 11.79278 -12.60127 -2.85473
O 12.27094 -13.34177 -3.69216
H 12.18373 -13.81209 2.33861
H 13.01571 -15.39307 0.62455
H 12.83675 -14.82745 -1.76937
H 11.13560 -11.68662 1.65514
H 9.46800 -8.67931 -1.94426
H 9.23385 -8.14699 -4.33809
H 10.21732 -9.64741 -6.04542
H 11.40634 -11.69497 -5.35475
```

Computed properties:
Total energy ... -107836.9212 eV
Total charge ... +1
Lowest unoccupied orbital energy ... -3.9493 eV
Orbital gap ... 6.39 eV
Highest occupied orbital energy ... -10.34 eV

***

(2)
Here is a cluster of 4 separate species, C69H61F2N3O12S in total in a non-equilibrium geometry from the OMol25 dataset. Energies are from wB97M-V/def2-TZVPD.

Geometry as XYZ:
```
148
Properties=species:S:1:pos:R:3
C 1.65304 -0.97972 2.29217
C 0.60614 0.25980 2.30004
C 0.89103 1.30871 1.08571
O -0.38956 1.99856 0.88634
C -0.27772 2.80636 -0.31683
C -1.60258 2.70582 -1.26631
C -1.07983 2.53799 -2.78386
O -1.60330 1.24547 -3.25193
C -0.75684 0.17158 -2.76465
O -2.33503 3.94086 -1.04959
C -3.75419 3.73877 -0.96192
S -4.48891 2.74174 -2.36418
C -4.20852 2.95595 0.39645
C -3.89027 3.77490 1.73539
N -2.46075 3.72293 2.16762
C -2.37482 2.60903 3.19316
O -5.65488 2.81574 0.29039
C -6.12655 1.63581 0.97226
C -6.77241 0.52923 -0.03844
C -6.13495 -0.93444 0.24185
C -4.75656 -1.36228 -0.38906
C -4.13428 -2.77388 -0.09215
C -4.83105 -3.80828 0.84428
C -6.20466 -3.40961 1.46051
C -7.03992 -4.37441 2.45103
C -6.81893 -2.01023 1.13872
C -7.23445 2.14210 2.05067
C -8.34561 1.20186 2.63363
C -9.29538 1.82243 3.68671
N -9.28803 3.15270 4.20090
C -8.29452 3.99632 3.62008
C -7.22974 3.62590 2.55880
N -4.40002 5.09243 -0.89625
C -5.46503 5.28720 -1.88700
O -5.36848 5.80137 -3.00750
F -6.77761 4.87580 -1.48083
C -3.43758 6.19796 -0.85391
O -2.86799 6.74143 -1.80443
F -3.09617 6.69471 0.45656
H 1.92704 -1.17258 1.19962
H 1.08009 -1.88023 2.70949
H 2.56399 -0.70346 2.94045
H -0.45580 -0.14523 2.08289
H 0.59409 0.82379 3.29944
H 1.17697 0.65805 0.18391
H 1.75069 2.02611 1.31517
H 0.67694 2.48435 -0.85339
H -0.14099 3.93368 -0.07768
H -2.14908 1.75548 -0.95456
H 0.05436 2.51917 -2.89858
H -1.54881 3.36942 -3.42977
H 0.28739 0.24614 -3.26131
H -1.24687 -0.85396 -2.97329
H -0.56728 0.20196 -1.63377
H -3.82537 3.21983 -3.48387
H -3.70982 1.92995 0.49789
H -4.26654 4.86226 1.69082
H -4.50665 3.28185 2.58741
H -2.22262 4.57246 2.69724
H -3.02615 2.80607 4.11452
H -1.27716 2.48414 3.53398
H -2.68259 1.61928 2.70568
H -5.33676 1.08608 1.58942
H -6.45055 0.78479 -1.11662
H -7.91503 0.51916 -0.01157
H -4.15147 -0.69528 -1.09120
H -3.13510 -3.11808 -0.55165
H -4.41390 -4.83194 1.11599
H -8.09371 -4.59607 2.07333
H -6.47160 -5.31864 2.74023
H -7.15980 -3.76518 3.42946
H -7.83355 -1.78135 1.59952
H -8.43982 0.11311 2.31936
H -10.10843 1.11934 4.10600
H -8.26737 5.08566 3.99952
H -6.50665 4.42411 2.20019
O 3.67711 -2.12219 5.12866
C 4.50184 -2.66017 5.84843
C 4.11626 -3.79940 6.71198
C 2.80328 -4.27240 6.68446
C 2.44255 -5.36680 7.46259
C 3.39020 -5.99335 8.26908
C 4.69482 -5.51380 8.31204
C 5.05915 -4.41168 7.53803
C 6.44571 -3.89757 7.60412
O 7.25487 -4.39820 8.36623
C 6.83623 -2.77173 6.72626
C 8.15001 -2.30114 6.75283
C 8.53496 -1.26613 5.90783
C 7.61069 -0.69813 5.03373
C 6.29711 -1.15514 5.01494
C 5.90525 -2.19019 5.86556
H 2.06180 -3.79186 6.05403
H 1.42229 -5.73606 7.43660
H 3.11085 -6.85524 8.86649
H 5.42738 -6.00299 8.94628
H 8.87592 -2.74286 7.42817
H 9.55800 -0.90425 5.92714
H 7.91439 0.10328 4.36776
H 5.58147 -0.70575 4.33352
O 5.28380 -7.05652 -2.14928
C 4.29739 -6.34075 -2.17059
C 3.49637 -6.20146 -3.40849
C 3.86416 -6.91274 -4.55165
C 3.09498 -6.81846 -5.70621
C 1.95629 -6.01584 -5.72360
C 1.59688 -5.29226 -4.59183
C 2.36990 -5.37877 -3.43343
C 1.98934 -4.59091 -2.23951
O 1.03628 -3.83003 -2.27850
C 2.77785 -4.74529 -0.99665
C 2.40754 -4.03526 0.14624
C 3.12128 -4.19826 1.32820
C 4.20645 -5.07084 1.37362
C 4.58717 -5.76954 0.23234
C 3.87637 -5.60411 -0.95769
H 4.74705 -7.54394 -4.54263
H 3.37996 -7.37580 -6.59285
H 1.34951 -5.95272 -6.62122
H 0.71151 -4.66460 -4.61310
H 1.55999 -3.35760 0.11872
H 2.82874 -3.64767 2.21701
H 4.75735 -5.20477 2.29927
H 5.43564 -6.44538 0.27387
O 1.46463 3.08714 -4.96524
C 2.21880 3.69358 -5.70750
C 2.19318 5.17283 -5.75829
C 1.31292 5.87614 -4.93415
C 1.30999 7.26644 -4.94669
C 2.18569 7.95926 -5.77992
C 3.05176 7.26150 -6.61497
C 3.05296 5.86635 -6.61038
C 3.96562 5.13243 -7.51557
O 4.67789 5.73713 -8.29886
C 4.00536 3.65411 -7.45044
C 4.88739 2.95175 -8.27312
C 4.95586 1.56509 -8.19538
C 4.14510 0.87541 -7.29648
C 3.25484 1.57133 -6.48542
C 3.17915 2.96288 -6.56441
H 0.63205 5.34214 -4.27879
H 0.62797 7.81161 -4.30198
H 2.19155 9.04449 -5.77992
H 3.72801 7.80693 -7.26566
H 5.52507 3.48379 -8.97201
H 5.64522 1.02099 -8.83314
H 4.20594 -0.20621 -7.22967
H 2.62382 1.02725 -5.78957
```

Computed properties:
Total energy ... -117842.0771 eV
Lowest unoccupied orbital energy ... -1.2665 eV
Orbital gap ... 7.39 eV
Highest occupied orbital energy ... -8.66 eV